DFT (the ωB97M-V functional and the def2-TZVPD basis) results for a single C6H6F5N3Si molecule at a distorted geometry.

As for the HOMO-LUMO gap: 9.73 eV. The calculation puts the relative energy (zero: lowest compared OMol25 entry of this formula, charge and spin) at 0.0000 eV. The calculation puts the HOMO energy at -9.283 eV. As for the SMILES: N[Si](N)(N)c1c(F)c(F)c(F)c(F)c1F. The molar mass comes out at 243.211 u. The calculation puts the calculated total energy at -1185.393037 Eh.

The geometry in ORCA input format:
```
! RIJCOSX wB97M-V def2-TZVPD def2/J DEFGRID3
* xyz 0 1
N -2.353 0.819 0.966
Si -0.820 1.430 0.461
N -0.597 2.594 -0.789
N -0.098 2.032 1.847
C 0.042 -0.236 -0.024
C -0.558 -1.230 -0.830
F -1.856 -1.171 -1.215
C 0.044 -2.444 -1.213
F -0.655 -3.402 -1.827
C 1.374 -2.704 -0.853
F 2.027 -3.757 -1.383
C 2.092 -1.661 -0.250
F 3.418 -1.849 -0.135
C 1.444 -0.471 0.189
F 2.325 0.367 0.692
H -2.795 0.858 1.965
H -2.871 0.260 0.318
H -0.055 3.391 -0.510
H -0.630 2.541 -1.836
H -0.269 2.962 2.192
H 0.794 1.672 2.236
*
```